(1)
Density functional theory data (the ωB97M-V functional and the def2-TZVPD basis) for a 2-piece molecular cluster, CH4IN2 overall.

Computed properties:
Kohn-Sham gap (alpha / beta)   6.92 / 6.90 eV
Charge   +1
Highest occupied orbital energy (alpha / beta)   -14.14 / -14.14 eV
Molecular weight   171.0 g mol⁻¹
2S+1   1

Positions of all 8 atoms, in Å:
H  0.24  -1.67  -0.10
H  0.14  1.84  0.45
H  -1.84  -0.93  -0.04
C  0.08  -0.50  0.00
H  -1.42  0.89  -0.02
I  2.98  0.12  -0.09
N  1.03  0.37  -0.14
N  -1.22  -0.11  -0.05

***

(2)
Density functional theory data (the ωB97M-V functional and the def2-TZVPD basis) for an isolated ion of composition CH4IN2 and charge +1.

Computed properties:
Kohn-Sham gap   9.36 eV
Charge   +1
Highest occupied orbital energy   -14.51 eV
Molecular weight   171.0 g mol⁻¹
2S+1   1

Positions of all 8 atoms, in Å:
H  1.53  -0.01  -0.77
C  0.47  -0.03  -0.25
I  -2.47  -0.57  0.06
N  0.46  0.75  0.80
H  -0.38  -1.16  -1.61
H  1.33  0.88  1.14
H  -0.32  0.77  1.39
N  -0.63  -0.63  -0.76

***

(3)
Density functional theory data (the ωB97M-V functional and the def2-TZVPD basis) for a 2-piece molecular cluster, CH4IN2 overall.

Computed properties:
Kohn-Sham gap   8.35 eV
Charge   +1
Highest occupied orbital energy   -14.16 eV
Molecular weight   171.0 g mol⁻¹
2S+1   1

Positions of all 8 atoms, in Å:
H  -1.36  -0.34  -1.21
I  -2.92  -1.41  1.71
H  0.68  0.42  0.57
N  -1.24  -0.72  0.82
H  0.82  1.01  -1.14
N  0.39  0.37  -0.35
C  -0.78  -0.24  -0.31
H  -0.33  -0.47  2.07

***

Relative energies with respect to the most stable structure, expressed in kcal/mol: (1) 90.5; (2) 0.0; (3) 64.4.

***

(1)
Density functional theory data (the ωB97M-V functional and the def2-TZVPD basis) for an isolated ion of composition CH4IN2 and charge +1.

Computed properties:
Kohn-Sham gap   8.48 eV
Charge   +1
Highest occupied orbital energy   -14.46 eV
Molecular weight   171.0 g mol⁻¹
2S+1   1

Positions of all 8 atoms, in Å:
H  0.34  -0.25  1.76
C  0.28  -0.20  -0.25
N  -0.86  0.45  -0.39
H  -1.25  0.76  0.43
I  -1.58  1.38  -2.25
N  0.74  -0.62  0.88
H  1.66  -1.03  1.02
H  0.67  -0.49  -1.20

***

(2)
Density functional theory data (the ωB97M-V functional and the def2-TZVPD basis) for a 2-piece molecular cluster, CH4IN2 overall.

Computed properties:
Kohn-Sham gap   8.72 eV
Charge   +1
Highest occupied orbital energy   -13.16 eV
Molecular weight   171.0 g mol⁻¹
2S+1   1

Positions of all 8 atoms, in Å:
C  -0.42  -0.28  1.14
H  -1.99  -1.50  0.64
N  -1.23  -1.07  1.19
N  0.62  0.41  1.19
H  1.06  0.38  -3.69
I  -0.26  0.99  -3.14
H  0.79  1.19  1.86
H  1.43  -0.12  0.81

***

Relative energies with respect to the most stable structure, expressed in kcal/mol: (1) 0.0; (2) 22.5.

***

(1)
Density functional theory data (the ωB97M-V functional and the def2-TZVPD basis) for a 4-piece molecular cluster, C2H14N2O3 overall.

Computed properties:
Kohn-Sham gap   10.47 eV
Charge   0
Highest occupied orbital energy   -10.09 eV
Molecular weight   114.1 g mol⁻¹
2S+1   1

Positions of all 21 atoms, in Å:
H  0.21  -0.27  1.19
H  -5.40  0.45  -3.01
H  0.65  1.94  1.45
O  -5.58  -0.56  -3.39
H  1.76  -0.60  0.40
O  5.42  -0.16  2.45
H  2.06  1.93  0.82
O  -2.13  -1.03  1.03
H  0.51  -1.11  -1.52
H  -5.29  -0.38  -4.45
H  -1.45  -0.53  1.55
H  4.81  -0.68  1.93
H  -1.71  -0.95  0.13
N  1.56  1.30  1.47
H  1.10  1.13  -1.19
N  -0.29  -0.45  -1.28
H  5.19  0.77  2.52
H  -0.45  1.49  -0.35
C  0.30  0.71  -0.57
C  1.04  0.12  0.70
H  -0.58  -0.16  -2.25

***

(2)
Density functional theory data (the ωB97M-V functional and the def2-TZVPD basis) for a 4-piece molecular cluster, C2H14N2O3 overall.

Computed properties:
Kohn-Sham gap   10.22 eV
Charge   0
Highest occupied orbital energy   -10.10 eV
Molecular weight   114.1 g mol⁻¹
2S+1   1

Positions of all 21 atoms, in Å:
N  -0.03  0.33  0.18
H  2.63  0.03  2.38
H  0.23  -4.30  -3.48
H  -0.81  -0.30  0.12
H  0.98  -2.37  1.91
H  1.14  0.08  2.06
H  -1.93  3.67  -1.09
H  -2.66  3.88  0.20
C  -0.26  1.59  -0.65
C  -1.43  2.38  0.18
H  -2.38  1.77  -0.03
H  -0.54  1.25  -1.74
H  0.67  -0.13  -0.34
N  -1.62  3.74  -0.18
H  0.67  2.22  -0.71
O  0.83  -3.88  -4.09
H  -1.36  2.29  1.23
H  -0.44  -2.88  1.80
H  0.46  -2.97  -4.20
O  1.82  0.29  2.80
O  0.49  -3.23  1.88

***

Relative energies with respect to the most stable structure, expressed in kcal/mol: (1) 9.9; (2) 0.0.

***

(1)
Density functional theory data (the ωB97M-V functional and the def2-TZVPD basis) for a 4-piece molecular cluster, C2H14N2O3 overall.

Computed properties:
Kohn-Sham gap   9.97 eV
Charge   0
Highest occupied orbital energy   -9.47 eV
Molecular weight   114.1 g mol⁻¹
2S+1   1

Positions of all 21 atoms, in Å:
H  -0.27  -1.20  2.85
H  0.95  -2.30  1.07
H  0.37  -1.20  -1.82
O  -1.31  0.83  -1.33
H  -1.75  1.64  -1.17
C  1.52  -0.78  -0.15
H  -1.45  0.32  -0.55
H  -1.36  -1.14  0.30
H  1.41  0.32  -0.15
H  -0.18  3.39  -1.48
H  1.44  -0.28  -2.11
C  0.32  -0.67  2.02
N  0.61  -1.43  0.83
N  1.40  -1.16  -1.60
H  -2.51  -1.78  -0.52
H  1.20  -0.20  2.55
H  -0.37  4.11  -0.23
H  -0.47  0.06  1.73
O  -2.35  -1.25  0.23
O  0.30  3.70  -0.76
H  2.51  -0.96  0.31

***

(2)
Density functional theory data (the ωB97M-V functional and the def2-TZVPD basis) for a 4-piece molecular cluster, C2H14N2O3 overall.

Computed properties:
Kohn-Sham gap   9.28 eV
Charge   0
Highest occupied orbital energy   -8.97 eV
Molecular weight   114.1 g mol⁻¹
2S+1   1

Positions of all 21 atoms, in Å:
H  -0.51  0.74  -1.24
H  0.21  2.09  2.97
H  -1.91  -1.07  -1.88
O  -1.84  -2.02  -2.02
H  -0.92  1.32  2.01
H  1.92  -0.87  0.10
H  0.20  0.25  2.67
O  -0.31  -2.69  0.28
H  0.59  -0.56  -0.59
C  0.15  1.24  2.22
H  1.25  2.19  -0.75
O  1.53  -0.63  -0.75
H  0.52  -2.95  0.71
H  -1.06  -3.25  0.51
H  1.90  1.60  1.25
H  0.15  3.21  0.17
N  0.94  1.34  1.04
N  -0.75  1.58  -0.71
C  0.45  2.16  -0.03
H  -1.46  1.28  -0.06
H  -1.11  -2.41  -1.53

***

(3)
Density functional theory data (the ωB97M-V functional and the def2-TZVPD basis) for a 4-piece molecular cluster, C2H14N2O3 overall.

Computed properties:
Kohn-Sham gap   10.44 eV
Charge   0
Highest occupied orbital energy   -9.71 eV
Molecular weight   114.1 g mol⁻¹
2S+1   1

Positions of all 21 atoms, in Å:
N  -1.93  0.07  -1.27
C  -0.92  -1.16  1.99
O  2.46  -1.34  -2.26
C  -1.20  -0.90  -0.41
H  1.73  1.64  -0.31
H  0.24  2.20  2.98
O  0.64  1.97  2.15
H  -1.33  0.55  -1.93
O  1.25  1.35  -1.11
H  -1.33  -2.12  1.66
H  -0.27  -1.19  -0.89
H  -2.58  -0.46  -1.81
H  0.34  1.05  1.98
H  1.90  -0.66  -1.83
N  -0.92  -0.19  0.87
H  0.11  -1.47  2.22
H  -1.92  -1.71  -0.26
H  -1.52  -0.84  2.83
H  0.37  1.64  -0.90
H  -1.74  0.39  0.88
H  3.06  -1.56  -1.57

***

(4)
Density functional theory data (the ωB97M-V functional and the def2-TZVPD basis) for a 4-piece molecular cluster, C2H14N2O3 overall.

Computed properties:
Kohn-Sham gap   9.90 eV
Charge   0
Highest occupied orbital energy   -9.29 eV
Molecular weight   114.1 g mol⁻¹
2S+1   1

Positions of all 21 atoms, in Å:
H  0.30  -1.96  -2.36
C  -0.45  0.29  1.09
H  1.72  1.91  -2.61
H  0.59  1.84  2.22
O  -2.89  -2.87  -1.05
H  0.71  3.31  0.52
H  -2.24  -2.70  -1.73
O  1.93  1.13  -2.10
O  0.07  -2.07  -1.43
H  -1.43  0.70  1.40
H  0.23  -1.67  1.40
N  -0.22  -0.90  1.87
H  -0.55  0.02  0.04
C  0.62  1.37  1.25
N  0.43  2.40  0.18
H  1.57  0.85  1.07
H  0.95  -2.20  -1.03
H  -2.51  -2.45  -0.27
H  -0.56  2.40  -0.06
H  0.15  -0.76  2.80
H  1.58  1.36  -1.21

***

Relative energies with respect to the most stable structure, expressed in kcal/mol: (1) 26.9; (2) 17.8; (3) 7.5; (4) 0.0.

***

(1)
Density functional theory data (the ωB97M-V functional and the def2-TZVPD basis) for a 2-piece molecular cluster, C7H9NS2 overall.

Computed properties:
Kohn-Sham gap   5.59 eV
Charge   0
Highest occupied orbital energy   -6.59 eV
Molecular weight   171.3 g mol⁻¹
2S+1   1

Positions of all 19 atoms, in Å:
C  -1.54  0.18  1.35
H  3.09  2.32  0.51
H  -2.64  1.64  -1.44
H  -2.11  2.02  1.06
C  -1.31  -1.14  0.94
H  -1.48  -2.38  -0.72
C  3.79  -0.20  -0.78
C  -2.36  0.81  -0.72
H  -0.93  -1.73  1.70
S  2.54  1.26  1.18
C  2.68  -0.10  -0.12
N  -1.70  -1.50  -0.32
H  3.95  -0.87  -1.57
H  4.65  0.36  -0.39
H  -1.39  0.25  2.38
H  -2.16  -0.75  -2.20
C  -2.08  1.15  0.61
C  -2.22  -0.47  -1.17
S  1.22  -0.87  -0.30

***

(2)
Density functional theory data (the ωB97M-V functional and the def2-TZVPD basis) for one molecule with the formula C7H9NS2.

Computed properties:
Kohn-Sham gap (alpha / beta)   6.76 / 6.42 eV
Charge   0
Highest occupied orbital energy (alpha / beta)   -7.30 / -7.20 eV
Molecular weight   171.3 g mol⁻¹
2S+1   1

Positions of all 19 atoms, in Å:
C  -2.36  -0.76  -0.72
H  4.98  -0.10  -1.22
H  -4.10  2.79  0.26
C  4.45  0.16  -0.33
C  0.00  -1.88  0.55
H  -0.88  -2.28  0.92
N  -2.82  -1.50  -1.47
H  0.93  -1.96  1.13
H  -4.05  1.16  -0.85
H  0.19  -2.20  -0.42
C  -3.70  1.86  -0.12
H  4.96  1.03  0.32
C  -2.50  1.55  0.39
C  -1.86  0.23  0.05
H  -1.96  2.21  1.01
S  -0.22  -0.03  0.71
H  4.34  -0.68  0.28
S  2.74  0.62  -0.79
C  1.87  -0.23  0.28

***

Relative energies with respect to the most stable structure, expressed in kcal/mol: (1) 0.0; (2) 82.4.

***

(1)
Density functional theory data (the ωB97M-V functional and the def2-TZVPD basis) for C3H3AgO4 as an isolated structure.

Computed properties:
Kohn-Sham gap (alpha / beta)   5.55 / 5.55 eV
Charge   0
Highest occupied orbital energy (alpha / beta)   -6.83 / -6.83 eV
Molecular weight   210.9 g mol⁻¹
2S+1   1

Positions of all 11 atoms, in Å:
H  1.68  3.14  1.74
H  -0.01  -0.93  -0.50
O  -2.03  0.39  -0.72
C  -1.49  0.59  -1.73
Ag  -0.93  -0.55  1.62
O  1.46  1.00  -0.32
H  1.38  -1.00  0.13
O  2.00  2.64  0.98
C  0.91  -0.33  -0.63
C  1.27  1.55  0.83
O  0.48  1.15  1.69

***

(2)
Density functional theory data (the ωB97M-V functional and the def2-TZVPD basis) for C3H3AgO4 as an isolated structure.

Computed properties:
Kohn-Sham gap   6.18 eV
Charge   0
Highest occupied orbital energy   -8.28 eV
Molecular weight   210.9 g mol⁻¹
2S+1   1

Positions of all 11 atoms, in Å:
Ag  2.38  -2.61  0.65
C  -1.41  -0.39  -0.20
O  1.32  1.21  -0.54
O  2.71  -0.51  -0.40
C  1.56  -0.06  -0.28
C  -1.76  0.76  0.41
H  -2.73  1.18  0.20
H  -1.19  1.10  1.28
O  -1.85  -1.25  -0.91
O  0.59  -0.83  0.10
H  0.38  1.41  -0.31

***

Relative energies with respect to the most stable structure, expressed in kcal/mol: (1) 70.8; (2) 0.0.

***

(1)
Density functional theory data (the ωB97M-V functional and the def2-TZVPD basis) for a 2-piece molecular cluster, C11H18 overall.

Computed properties:
Kohn-Sham gap   10.09 eV
Charge   0
Highest occupied orbital energy   -9.07 eV
Molecular weight   150.3 g mol⁻¹
2S+1   1

Positions of all 29 atoms, in Å:
H  -2.87  0.00  2.61
C  0.67  -1.38  -1.01
H  3.24  -0.40  0.93
H  0.92  0.74  -2.99
C  1.63  1.21  -2.30
C  -2.59  0.72  0.58
H  -2.91  2.83  1.06
C  -2.06  0.35  1.97
C  0.49  -2.34  1.22
H  -1.31  -0.44  1.95
H  2.13  1.98  -2.89
H  -2.11  0.16  -0.22
H  2.85  -0.50  -2.53
H  0.94  1.66  -1.57
C  -0.01  -2.15  -0.07
H  0.21  -1.30  -1.99
C  2.55  0.13  -1.70
C  1.83  -0.69  -0.67
C  1.65  -1.63  1.55
H  -0.82  -2.77  -0.42
H  3.39  0.67  -1.26
H  -1.57  1.19  2.45
H  -1.44  2.54  0.18
H  0.00  -3.09  1.81
H  2.05  -1.95  2.51
H  -2.99  2.45  -0.67
H  -3.67  0.58  0.55
C  -2.48  2.22  0.26
C  2.28  -0.80  0.65

***

(2)
Density functional theory data (the ωB97M-V functional and the def2-TZVPD basis) for a 2-piece molecular cluster, C11H18 overall.

Computed properties:
Kohn-Sham gap   9.95 eV
Charge   0
Highest occupied orbital energy   -9.03 eV
Molecular weight   150.3 g mol⁻¹
2S+1   1

Positions of all 29 atoms, in Å:
H  -0.21  -0.70  2.65
H  -1.17  3.05  -0.95
H  -1.41  1.39  -1.26
H  0.40  1.53  -2.28
H  0.72  0.78  -0.15
H  2.08  1.69  -1.78
H  0.26  3.53  0.97
H  -2.46  -1.89  0.59
C  0.88  -2.10  0.52
H  0.61  2.12  1.98
H  -1.62  2.01  0.40
H  -1.59  -1.69  2.90
C  0.49  1.84  -0.20
H  0.93  3.17  -1.97
H  -2.07  -2.51  -1.90
C  0.89  2.62  1.03
H  -0.13  -2.50  3.20
H  0.21  -2.54  -2.70
C  -1.01  2.06  -0.51
C  1.11  -2.12  -0.87
H  1.73  -2.01  1.19
C  -0.56  -1.75  2.54
C  -1.33  -2.37  -1.14
C  -0.39  -1.99  1.07
H  1.94  2.86  1.08
C  1.07  2.12  -1.64
H  2.10  -2.15  -1.31
C  -0.01  -2.28  -1.66
C  -1.47  -2.16  0.21

***

Relative energies with respect to the most stable structure, expressed in kcal/mol: (1) 0.0; (2) 11.2.

***

(1)
Density functional theory data (the ωB97M-V functional and the def2-TZVPD basis) for a 2-piece molecular cluster, C11H18 overall.

Computed properties:
Kohn-Sham gap   9.98 eV
Charge   0
Highest occupied orbital energy   -9.01 eV
Molecular weight   150.3 g mol⁻¹
2S+1   1

Positions of all 29 atoms, in Å:
C  1.70  -2.74  0.29
H  1.01  1.74  0.19
H  -2.09  2.88  2.37
C  -0.01  -0.91  -1.01
H  2.36  -3.47  0.74
H  -1.68  0.30  -1.13
H  1.84  0.15  -1.46
H  2.02  1.90  1.65
H  -0.43  0.86  -2.19
C  -1.59  -0.85  -2.97
C  2.21  -1.68  -0.44
C  0.31  -2.87  0.37
C  -0.93  -0.05  -1.84
H  3.28  -1.59  -0.57
H  0.71  0.71  1.44
H  -1.03  2.28  3.66
H  -0.36  3.35  0.91
H  -1.51  1.29  2.26
H  -1.58  -2.00  -0.02
H  -1.28  -0.51  -3.96
C  1.01  1.75  1.28
C  -0.01  2.78  1.78
C  1.37  -0.74  -1.03
H  -0.10  -3.75  0.86
C  -1.20  2.28  2.59
C  -0.52  -1.96  -0.26
H  -1.30  -1.90  -2.92
H  -2.69  -0.79  -2.96
H  0.51  3.55  2.36

***

(2)
Density functional theory data (the ωB97M-V functional and the def2-TZVPD basis) for a 2-piece molecular cluster, C11H18 overall.

Computed properties:
Kohn-Sham gap   9.88 eV
Charge   0
Highest occupied orbital energy   -8.98 eV
Molecular weight   150.3 g mol⁻¹
2S+1   1

Positions of all 29 atoms, in Å:
H  -1.84  -1.93  -2.51
H  -0.15  -2.05  3.86
H  -0.31  -0.19  -3.73
H  0.74  0.72  -2.80
H  -0.30  0.09  -0.72
H  -1.38  1.89  -1.48
H  -2.86  0.79  -1.55
H  -0.54  0.26  4.22
H  1.39  2.82  1.05
C  0.31  -1.36  3.20
H  0.86  -1.09  -2.76
C  1.16  0.73  1.45
C  -1.83  0.98  -1.92
C  1.04  -1.77  2.02
C  -1.55  -1.51  -1.61
C  -0.87  -0.15  -1.71
C  1.79  1.85  0.70
H  -2.11  1.24  -2.98
C  0.10  -0.04  3.46
H  -2.52  -1.42  -1.12
H  0.26  2.07  2.81
H  -0.95  -2.24  -1.13
H  1.78  -0.61  0.04
C  0.55  1.06  2.64
H  1.13  -2.84  1.77
C  0.22  -0.17  -2.84
H  1.68  1.71  -0.39
H  2.85  1.85  0.83
C  1.35  -0.69  1.17

***

Relative energies with respect to the most stable structure, expressed in kcal/mol: (1) 0.0; (2) 25.5.